i) Computed, not measured: a cluster of 2 separate species, C5H12NOS in total, with ωB97M-V with the def2-TZVPD basis set.

Properties
frontier orbital gap (alpha / beta)	9.13 / 7.24	eV
total charge	+1
LUMO energy (alpha / beta)	-4.57 / -6.29	eV
highest occupied orbital energy (alpha / beta)	-13.70 / -13.53	eV

The geometry in XYZ format:
```
20
C5H12NOS | the OMol25 dataset | ωB97M-V with the def2-TZVPD basis set
C -2.6153 1.0272 -2.7157
C 1.2309 0.2463 -1.5345
C 0.3251 -1.1153 1.8193
C 0.4486 0.3781 2.3462
C -0.1639 -1.1414 0.4593
N -2.3054 0.0891 -2.0359
O 1.2441 1.1922 1.4702
S -0.2487 0.4029 -0.5296
H -2.1163 1.9296 -2.4999
H -3.4065 0.8841 -3.4622
H 1.3805 1.1647 -2.1020
H 1.1509 -0.5429 -2.3417
H 2.0718 -0.1563 -0.8865
H -0.2653 -1.6178 2.4854
H 1.3588 -1.5245 2.0212
H -0.5970 0.7523 2.4965
H 1.0004 0.4421 3.3939
H -1.1985 -1.5856 0.3144
H 0.5500 -1.7050 -0.1342
H 2.1557 0.8800 1.4356
```

Here are the Löwdin charges for atoms 1 to 5, given in e: atom 1 (C): -0.116, atom 2 (C): -0.309, atom 3 (C): -0.222, atom 4 (C): -0.232, atom 5 (C): -0.390

=====

ii) Computed, not measured: the ion C5H12NOS with charge +1, with ωB97M-V with the def2-TZVPD basis set.

Properties
frontier orbital gap	10.23	eV
total charge	+1
LUMO energy	-3.23	eV
highest occupied orbital energy	-13.46	eV

The geometry in XYZ format:
```
20
C5H12NOS | the OMol25 dataset | ωB97M-V with the def2-TZVPD basis set
C -0.6120 -0.2136 1.1674
C 0.8319 -0.4939 0.5477
C -0.1193 0.9330 -1.2710
C -1.3973 -1.4181 1.4014
C 0.7789 2.2170 -1.1727
N 0.5839 -0.3068 -1.0245
O 1.2739 -1.8526 0.6171
S -1.4896 0.9723 -0.0058
H -0.4969 0.2796 2.1088
H 1.5603 0.2123 0.6965
H -0.6166 1.0688 -2.2687
H -1.3679 -2.1472 0.6063
H -2.5601 -1.0771 1.4368
H -1.3804 -1.8019 2.4034
H 0.3936 2.9984 -1.7733
H 1.7913 2.0207 -1.5437
H 0.6916 2.5255 -0.1158
H 1.5898 -0.5401 -1.4090
H -0.1364 -1.0013 -1.4142
H 0.6814 -2.3753 1.0134
```

Here are the Löwdin charges for atoms 1 to 5, given in e: atom 1 (C): -0.519, atom 2 (C): -0.189, atom 3 (C): -0.583, atom 4 (C): -0.141, atom 5 (C): -0.070

=====

Energy ordering: ii) at the bottom, the next structure 289.2 kJ/mol above.

=====

i) Computed, not measured: a structure of composition C43H55BI2KN12O4S4, with ωB97M-V with the def2-TZVPD basis set.

Properties
frontier orbital gap	6.99	eV
total charge	-1
LUMO energy	2.05	eV
highest occupied orbital energy	-4.95	eV

The geometry in XYZ format:
```
122
C43H55BI2KN12O4S4 | the OMol25 dataset | ωB97M-V with the def2-TZVPD basis set
K 0.8051 1.3320 -1.2015
C -3.3342 -0.0492 5.8990
C -3.1756 -1.1749 4.8710
C -4.1777 -1.0283 3.7194
C -3.4655 -2.5164 5.5432
N -1.7744 -1.1846 4.3805
C -0.8690 -2.1911 4.6902
C 0.2699 -1.9360 4.0313
N 0.1133 -0.7715 3.3022
B 1.0368 -0.3573 2.1319
N 1.1912 -1.5918 1.1710
C 0.3344 -2.6738 1.1340
C 0.6549 -3.4374 0.0783
N 1.7029 -2.8299 -0.5924
C 2.0225 -1.6735 0.0859
S 3.2591 -0.5771 -0.2488
C 2.3668 -3.4999 -1.7454
C 2.7398 -2.5575 -2.8869
C 1.3818 -4.5144 -2.3335
C 3.6089 -4.2101 -1.1977
N 2.4398 0.0194 2.7023
C 3.4133 -0.8849 3.0238
C 4.5380 -0.2088 3.3094
N 4.2756 1.1383 3.1492
C 2.9646 1.2616 2.7690
S 1.9759 2.6575 2.5900
C 5.2707 2.1453 3.6120
C 6.6687 1.5388 3.4505
C 4.9748 2.4311 5.0867
C 5.2519 3.4480 2.8220
C -1.1396 -0.2658 3.5561
S -1.6803 1.2495 3.0998
H -4.3611 -0.0215 6.2677
H -3.0926 0.9042 5.4333
H -2.6590 -0.2150 6.7418
H -5.1935 -1.0305 4.1199
H -4.0762 -1.8546 3.0125
H -4.0125 -0.0989 3.1869
H -4.5147 -2.5293 5.8352
H -2.8654 -2.6621 6.4437
H -3.2921 -3.3454 4.8544
H -1.0988 -3.0011 5.3568
H 1.1890 -2.4961 4.0095
H 0.5646 0.5485 1.5319
H -0.4329 -2.8273 1.8705
H 0.1954 -4.3491 -0.2513
H 1.8485 -2.0426 -3.2363
H 3.1515 -3.1468 -3.7109
H 3.4771 -1.8244 -2.5913
H 0.4328 -4.0180 -2.5448
H 1.2147 -5.3672 -1.6725
H 1.7918 -4.8907 -3.2696
H 4.3154 -3.4713 -0.8162
H 4.0972 -4.7894 -1.9833
H 3.3327 -4.8863 -0.3845
H 3.2484 -1.9473 2.9870
H 5.5073 -0.5856 3.5729
H 6.8826 0.7778 4.2027
H 7.4064 2.3318 3.5588
H 6.7811 1.1027 2.4568
H 4.9814 1.5099 5.6730
H 3.9950 2.9007 5.1857
H 5.7273 3.1097 5.4913
H 5.4180 3.2606 1.7621
H 6.0558 4.0889 3.1882
H 4.3175 3.9785 2.9463
N -2.6187 -1.1190 -8.9040
C -2.1960 -0.8932 -7.5914
C -2.5417 0.2898 -6.9341
C -2.1695 0.4876 -5.6186
C -1.4589 -0.4973 -4.9460
C -1.1074 -1.6703 -5.5838
C -1.4805 -1.8724 -6.9012
S -0.9561 -0.0925 -3.2923
O -2.1573 0.3272 -2.6128
O -0.2547 -1.2036 -2.6709
N -0.0258 1.2005 -3.3816
C 1.2031 1.0883 -3.9244
N 1.5081 0.0662 -4.7534
C 2.7410 0.0335 -5.2333
C 3.7026 0.9815 -4.9307
C 3.2968 1.9891 -4.0659
N 2.0777 2.0512 -3.5624
H -2.8186 -0.2829 -9.4277
H -2.0619 -1.7798 -9.4199
H -3.0891 1.0536 -7.4747
H -2.4201 1.4021 -5.0951
H -0.5388 -2.4156 -5.0419
H -1.2033 -2.7847 -7.4178
H 2.9650 -0.8071 -5.8862
H 4.7034 0.9347 -5.3336
H 3.9696 2.7838 -3.7548
O -1.0671 3.9467 -3.3134
H -0.7155 3.0361 -3.3542
H -0.2880 4.4960 -3.1560
O -0.7363 2.6386 -0.0585
N -1.3246 1.5724 -0.0235
I 2.3308 3.8821 0.3741
I 2.7918 5.6484 -1.9221
C -4.5155 -2.1686 0.1592
C -5.2252 -1.0390 -0.2129
C -4.6075 0.2008 -0.2429
C -3.2736 0.3168 0.1248
C -2.5594 -0.8143 0.5108
C -3.1782 -2.0504 0.5118
N -2.6322 1.5853 0.0563
C -3.3819 2.7997 0.1718
C -4.2061 2.9608 1.2799
C -4.8604 4.1646 1.4756
C -4.6798 5.2047 0.5735
C -3.8642 5.0300 -0.5337
C -3.2130 3.8239 -0.7487
H -4.9994 -3.1378 0.1701
H -6.2639 -1.1266 -0.5060
H -5.1523 1.0714 -0.5816
H -1.5220 -0.7109 0.7902
H -2.6072 -2.9284 0.7854
H -4.3106 2.1471 1.9868
H -5.4982 4.2994 2.3399
H -5.1767 6.1542 0.7320
H -3.7191 5.8392 -1.2376
H -2.5907 3.6871 -1.6239
```

Here are the Löwdin charges for atoms 1 to 5, given in e: atom 1 (K): 0.553, atom 2 (C): -0.042, atom 3 (C): -0.548, atom 4 (C): -0.039, atom 5 (C): -0.065

=====

ii) Computed, not measured: a structure of composition C43H55BI2KN12O4S4, with ωB97M-V with the def2-TZVPD basis set.

Properties
frontier orbital gap	6.72	eV
total charge	-1
LUMO energy	1.96	eV
highest occupied orbital energy	-4.77	eV

The geometry in XYZ format:
```
122
C43H55BI2KN12O4S4 | the OMol25 dataset | ωB97M-V with the def2-TZVPD basis set
K 0.1681 -1.0288 -0.2908
C 4.2606 3.2776 -2.6170
C 4.4369 3.2638 -1.0920
C 5.3732 4.3822 -0.6355
C 5.0337 1.9133 -0.7105
N 3.0911 3.5217 -0.4735
C 2.3033 4.5617 -0.9656
C 1.0697 4.4234 -0.4550
N 1.0743 3.3144 0.3750
B -0.1487 2.5266 0.9115
N -1.4590 3.1397 0.2876
C -2.1134 4.2013 0.8826
C -3.3122 4.3350 0.2952
N -3.4073 3.3527 -0.6861
C -2.2430 2.6365 -0.6984
S -1.7598 1.4324 -1.8130
C -4.6832 3.2164 -1.4597
C -5.7985 2.9297 -0.4486
C -4.6747 2.0854 -2.4816
C -4.9286 4.5365 -2.1961
N -0.2167 2.6701 2.4553
C 0.5032 3.5837 3.2011
C 0.3786 3.2618 4.4947
N -0.4223 2.1187 4.5655
C -0.7853 1.7522 3.2856
S -1.7909 0.4928 2.7693
C -0.6433 1.3361 5.8128
C -0.0272 -0.0549 5.6552
C 0.0511 2.0372 6.9789
C -2.1394 1.2512 6.1141
C 2.3360 2.7705 0.4029
S 2.7823 1.4980 1.4151
H 5.1732 2.9043 -3.0870
H 4.0638 4.2792 -3.0067
H 3.4361 2.6228 -2.9070
H 6.3558 4.2557 -1.0985
H 5.4919 4.3463 0.4498
H 4.9863 5.3666 -0.9123
H 5.9698 1.8042 -1.2637
H 4.3796 1.0880 -0.9907
H 5.2340 1.8383 0.3539
H 2.6834 5.3035 -1.6455
H 0.1873 5.0221 -0.6133
H -0.0301 1.3968 0.6061
H -1.6700 4.7641 1.6886
H -4.1032 5.0332 0.5015
H -5.5594 2.0208 0.1075
H -6.7397 2.7783 -0.9830
H -5.9371 3.7489 0.2590
H -4.5425 1.1167 -1.9983
H -3.8979 2.2088 -3.2321
H -5.6521 2.0932 -2.9736
H -5.0423 5.3777 -1.5104
H -5.8449 4.4556 -2.7857
H -4.0987 4.7488 -2.8733
H 1.0566 4.3879 2.7436
H 0.7856 3.7488 5.3601
H 1.0185 0.0400 5.3517
H -0.5545 -0.6283 4.8943
H -0.0751 -0.5892 6.6095
H 1.1300 2.1067 6.8237
H -0.1246 1.4463 7.8786
H -0.3545 3.0374 7.1502
H -2.6716 0.8182 5.2690
H -2.5401 2.2488 6.3150
H -2.2993 0.6255 6.9974
N 2.5432 -9.6181 0.8183
C 2.0793 -8.3414 0.5117
C 2.7593 -7.5462 -0.4137
C 2.2649 -6.3061 -0.7726
C 1.0894 -5.8465 -0.1949
C 0.4052 -6.6199 0.7334
C 0.8949 -7.8641 1.0813
S 0.4673 -4.2684 -0.6461
O -0.8728 -4.1081 -0.1367
O 0.6358 -4.1560 -2.0618
N 1.4362 -3.1309 0.0521
C 1.5354 -3.0094 1.4343
N 0.9533 -3.9345 2.2029
C 1.0416 -3.7521 3.5162
C 1.6947 -2.6738 4.0810
C 2.2741 -1.7885 3.1896
N 2.2122 -1.9450 1.8721
H 3.5144 -9.7967 0.6340
H 2.2065 -10.0210 1.6745
H 3.6843 -7.9069 -0.8515
H 2.7859 -5.7004 -1.5031
H -0.5011 -6.2245 1.1737
H 0.3687 -8.4759 1.8073
H 0.5725 -4.5158 4.1312
H 1.7512 -2.5335 5.1525
H 2.8159 -0.9086 3.5285
O 1.0824 2.3539 -2.9629
H 1.0382 3.0649 -2.3109
H 0.2128 1.9186 -2.9123
O -3.6757 -0.1065 0.0180
N -2.6457 -0.4576 -0.4783
I 3.0987 -2.5796 -1.1979
I 5.4634 -1.8772 -2.8158
C -4.8256 -1.8284 -2.9485
C -4.0050 -1.4973 -4.1185
C -2.6826 -1.3518 -4.0240
C -1.9817 -1.5039 -2.7381
C -2.8360 -1.6306 -1.4776
C -4.2829 -1.9103 -1.7378
N -0.7083 -1.5370 -2.6246
C 0.1464 -1.6961 -3.7447
C 1.2791 -0.8978 -3.8676
C 2.1794 -1.1118 -4.9011
C 1.9761 -2.1442 -5.8060
C 0.8556 -2.9567 -5.6756
C -0.0576 -2.7314 -4.6583
H -5.8903 -1.9868 -3.0805
H -4.4930 -1.3705 -5.0789
H -2.0827 -1.1037 -4.8885
H -2.4138 -2.4385 -0.8676
H -4.8953 -2.1001 -0.8674
H 1.4530 -0.0899 -3.1636
H 3.0632 -0.4903 -4.9707
H 2.7000 -2.3278 -6.5918
H 0.6992 -3.7840 -6.3589
H -0.9066 -3.3904 -4.5211
```

Here are the Löwdin charges for atoms 1 to 5, given in e: atom 1 (K): 0.561, atom 2 (C): -0.033, atom 3 (C): -0.537, atom 4 (C): -0.038, atom 5 (C): -0.097

=====

Energy ordering: i) at the bottom, the next structure 167.3 kJ/mol above.

=====

i) Computed, not measured: an isolated molecule of C4H10N2S, with ωB97M-V with the def2-TZVPD basis set.

Properties
frontier orbital gap	9.50	eV
LUMO energy	0.87	eV
highest occupied orbital energy	-8.62	eV

The geometry in XYZ format:
```
17
C4H10N2S | the OMol25 dataset | ωB97M-V with the def2-TZVPD basis set
C -0.6596 -0.5374 1.7304
C -0.5752 0.5688 0.6835
C -0.9352 0.3132 -0.7796
C 0.4674 0.8121 -0.4061
H 0.6921 -1.7676 0.7879
H -0.4293 -2.5818 1.8406
H -0.0549 -0.3510 2.5760
H -1.6701 -0.6279 2.1064
H -0.9895 1.4729 1.0854
H -1.1745 -0.6832 -1.0834
H -2.8147 0.9458 -1.3687
H -1.6659 1.6861 -2.1885
H 0.6081 1.8426 -0.6487
H 2.0259 -0.4520 -1.7906
N -0.3230 -1.8458 1.1245
N -1.8574 1.3310 -1.2699
S 1.9344 -0.1763 -0.4792
```

Here are the Löwdin charges for atoms 1 to 5, given in e: atom 1 (C): -0.252, atom 2 (C): -0.244, atom 3 (C): -0.316, atom 4 (C): -0.563, atom 5 (H): 0.014

=====

ii) Computed, not measured: an isolated molecule of C4H10N2S, with ωB97M-V with the def2-TZVPD basis set.

Properties
frontier orbital gap	9.71	eV
LUMO energy	0.90	eV
highest occupied orbital energy	-8.82	eV

The geometry in XYZ format:
```
17
C4H10N2S | the OMol25 dataset | ωB97M-V with the def2-TZVPD basis set
C -2.6097 -1.2719 0.3884
C -0.9169 1.3353 0.2754
C 0.3016 0.5677 0.7089
C 1.2478 0.4165 -0.4449
H -2.7069 -2.3568 0.2075
H -1.9693 -1.2110 1.2976
H -3.5098 -0.6930 0.6380
H -2.4172 -0.6179 -1.4991
H -1.0123 2.3894 0.5719
H 0.0669 -0.4263 1.1359
H 0.7590 1.1253 1.5417
H 0.8043 -0.0390 -1.3445
H 1.5533 1.4131 -0.7858
H 2.1209 -1.5494 0.3994
N -1.8612 -0.4948 -0.6584
N -1.9263 0.9307 -0.3723
S 2.7930 -0.4607 -0.0321
```

Here are the Löwdin charges for atoms 1 to 5, given in e: atom 1 (C): -0.111, atom 2 (C): -0.185, atom 3 (C): -0.278, atom 4 (C): -0.604, atom 5 (H): 0.081

=====

Energy ordering: i) at the bottom, the next structure 36.4 kJ/mol above.

=====

i) Computed, not measured: an isolated molecule of C4H10N2S, with ωB97M-V with the def2-TZVPD basis set.

Properties
frontier orbital gap	9.61	eV
LUMO energy	0.76	eV
highest occupied orbital energy	-8.85	eV

The geometry in XYZ format:
```
17
C4H10N2S | the OMol25 dataset | ωB97M-V with the def2-TZVPD basis set
C -1.1745 -1.4340 -1.0197
C -0.6809 -0.3114 -1.9124
C -0.2068 1.1667 0.4595
C 1.6994 0.2124 1.6835
H -0.5881 -1.4822 -0.0530
H -1.0292 -2.4120 -1.4796
H -2.2471 -1.3437 -0.8517
H 0.4135 -0.4600 -1.9165
H -1.1192 -0.3184 -2.9254
H -1.3601 2.3303 1.3387
H 1.3746 0.1334 -0.3424
H 2.0871 1.1151 2.0489
H 1.0207 -0.1302 2.5291
H 2.4700 -0.5117 1.5522
N -0.5429 1.7630 1.5626
N 0.9085 0.3688 0.4949
S -1.0249 1.3138 -1.1689
```

Here are the Löwdin charges for atoms 1 to 5, given in e: atom 1 (C): -0.185, atom 2 (C): -0.551, atom 3 (C): -0.735, atom 4 (C): -0.101, atom 5 (H): 0.082

=====

ii) Computed, not measured: an isolated molecule of C4H10N2S, with ωB97M-V with the def2-TZVPD basis set.

Properties
frontier orbital gap	9.65	eV
LUMO energy	0.87	eV
highest occupied orbital energy	-8.78	eV

The geometry in XYZ format:
```
17
C4H10N2S | the OMol25 dataset | ωB97M-V with the def2-TZVPD basis set
C 1.2156 0.4018 0.5517
C -0.0668 0.1078 -0.2552
C -1.3100 0.8375 0.1878
C -0.2313 -1.2254 -0.8304
H 0.5921 -0.4725 2.2541
H 2.2116 -0.5523 2.0704
H 1.2439 1.4554 0.8756
H 2.0823 0.2277 -0.1052
H -1.4411 0.6854 1.2339
H -1.0389 1.8949 0.0720
H -2.2083 0.4823 -1.8756
H -1.1530 -1.7197 -0.9803
H 0.5258 -1.9144 -0.3898
H 1.0567 -0.0796 -1.9958
N 1.3198 -0.5790 1.5810
N 0.0911 -0.0641 -1.6915
S -2.8895 0.5140 -0.7026
```

Here are the Löwdin charges for atoms 1 to 5, given in e: atom 1 (C): -0.225, atom 2 (C): -0.554, atom 3 (C): -0.493, atom 4 (C): -0.139, atom 5 (H): 0.066

=====

Energy ordering: i) at the bottom, the next structure 101.2 kJ/mol above.